One molecule with the formula C5H4Cl2O2. Source: the Open Molecules 2025 dataset; level of theory: ωB97M-V/def2-TZVPD.

Geometry (Å):
C -1.99111 0.63919 -0.51895
C -0.22238 -0.65010 0.02393
C 2.14627 -0.74574 0.42218
H 2.65938 -1.41197 -0.18459
H 2.56801 -0.74171 1.43861
H -0.09424 1.53289 -1.39722
C -0.56795 1.31039 -0.52220
H 2.22968 0.21202 0.08160
Cl -0.19537 2.55585 0.70349
Cl -2.71378 -1.98745 0.12263
O 0.80102 -1.26338 0.58738
O -3.03717 1.22535 -0.68181
C -1.58235 -0.67534 -0.07502

The frontier orbital gap comes out at 9.60 eV. The energy above the lowest of the compared OMol25 structures with the same formula, charge and spin is 3.007 eV. The LUMO energy is 0.2 eV. Its electronic energy is -34385.83068 eV. Its max |F| is 5.074 eV Å⁻¹.